{
  "formula": "C9H11Cl2MgNO2",
  "method": "wB97M-V/def2-TZVPD",
  "species": ["C", "C", "C", "C", "C", "Mg", "N", "C", "C", "H", "H", "H", "H", "H", "H", "H", "H", "H", "H", "Cl", "C", "Cl", "C", "O", "O", "H"],
  "xyz": [[0.682, 2.075, -0.905], [-0.179, 1.405, -1.847], [0.466, 0.220, -2.272], [1.754, 0.151, -1.649], [1.885, 1.301, -0.819], [-0.319, 0.465, 0.567], [2.592, 2.456, 1.970], [-2.032, 0.654, 1.342], [-2.723, 0.627, 0.184], [0.080, -0.494, -3.008], [-1.128, 1.809, -2.248], [2.501, -0.590, -1.830], [2.781, 1.580, -0.259], [0.538, 3.079, -0.511], [-2.994, 1.491, -0.403], [-2.236, -0.167, 2.096], [2.233, 2.522, 2.940], [-3.272, -0.291, -0.049], [-1.462, 1.530, 1.729], [-1.116, -3.888, 1.867], [0.227, -3.457, 0.788], [0.111, -4.176, -0.826], [0.184, -1.936, 0.663], [0.894, -1.189, 1.422], [-0.652, -1.446, -0.186], [1.184, -3.730, 1.243]],
  "mulliken_charge": [-1.01, -0.33, -0.34, -0.68, -0.40, 0.36, -0.62, -0.58, -0.82, 0.34, 0.39, 0.49, 0.42, 0.42, 0.27, 0.31, -0.10, 0.20, 0.23, -0.20, 0.01, -0.19, 0.84, -0.74, -0.56, 0.30],
  "homo_lumo_gap_ev": [3.09, 3.97],
  "multiplicity": 1,
  "charge": -2
}

{
  "formula": "C9H11ClN2O3",
  "method": "wB97M-V/def2-TZVPD",
  "species": ["Cl", "O", "C", "O", "O", "H", "N", "C", "C", "C", "C", "H", "H", "H", "H", "H", "N", "C", "C", "C", "C", "H", "H", "H", "H", "H"],
  "xyz": [[-4.543, 27.767, 33.144], [-5.191, 32.774, 35.179], [-6.250, 32.650, 35.973], [-6.800, 31.572, 36.212], [-6.786, 33.663, 36.489], [-5.030, 31.881, 34.864], [-2.058, 22.419, 32.706], [-1.120, 21.904, 33.556], [-0.958, 20.504, 33.254], [-1.859, 20.234, 32.165], [-2.587, 21.442, 31.894], [-2.321, 23.394, 32.687], [-0.519, 22.543, 34.186], [-0.254, 19.755, 33.585], [-1.840, 19.310, 31.607], [-3.268, 21.661, 31.085], [-5.335, 28.320, 27.407], [-4.843, 27.467, 26.465], [-5.654, 27.587, 25.322], [-6.733, 28.396, 25.672], [-6.420, 28.900, 26.892], [-4.964, 28.407, 28.342], [-3.914, 26.927, 26.577], [-5.515, 27.042, 24.400], [-7.629, 28.635, 25.118], [-6.921, 29.667, 27.464]],
  "mulliken_charge": [-1.00, -0.48, 0.63, -0.71, -0.79, 0.35, 0.00, -0.51, -0.34, -0.30, -0.50, 0.24, 0.35, 0.35, 0.35, 0.35, 0.00, -0.53, -0.35, -0.38, -0.42, 0.24, 0.34, 0.37, 0.37, 0.37],
  "homo_lumo_gap_ev": 4.88,
  "relative_energy_ev": 0.000,
  "multiplicity": 1,
  "charge": -2
}

{
  "formula": "C9H11ClO3",
  "method": "wB97M-V/def2-TZVPD",
  "species": ["C", "C", "C", "C", "C", "C", "C", "C", "C", "O", "O", "O", "Cl", "H", "H", "H", "H", "H", "H", "H", "H", "H", "H", "H"],
  "xyz": [[0.723, -0.716, -3.950], [0.319, -1.902, -3.238], [1.417, 0.271, -3.301], [0.471, -1.922, -1.911], [1.733, 0.178, -1.861], [0.823, -0.797, -1.089], [-0.380, 0.406, 4.231], [-1.702, 0.756, 3.569], [0.531, -0.652, 0.192], [0.624, 0.964, 3.498], [-2.621, 0.033, 3.378], [0.989, 0.403, 0.813], [-0.555, -1.716, 0.967], [0.590, -0.870, -4.963], [0.106, -2.566, -4.006], [1.960, 1.039, -3.810], [0.314, -2.835, -1.363], [2.729, -0.258, -1.733], [-0.527, 0.764, 5.301], [-0.383, -0.719, 4.340], [-1.828, 1.894, 3.675], [1.403, 1.187, 4.042], [1.715, 1.163, -1.245], [0.552, 0.529, 1.604]],
  "mulliken_charge": [-0.33, -0.36, -0.46, -0.79, -0.32, -0.04, -0.27, 0.05, 0.74, -0.51, -0.43, -0.42, -0.22, 0.41, 0.40, 0.35, 0.33, 0.29, 0.36, 0.23, 0.26, 0.28, 0.25, 0.21],
  "homo_lumo_gap_ev": 7.42,
  "relative_energy_ev": 3.173,
  "multiplicity": 1
}

{
  "formula": "C9H11ClS",
  "method": "wB97M-V/def2-TZVPD",
  "species": ["C", "C", "C", "C", "C", "C", "C", "C", "C", "S", "Cl", "H", "H", "H", "H", "H", "H", "H", "H", "H", "H", "H"],
  "xyz": [[-1.466, 3.421, 0.278], [-0.592, 2.488, -0.380], [-2.629, 2.781, 0.583], [-1.123, 1.242, -0.576], [-0.149, -2.067, 0.626], [1.112, -2.108, -0.183], [0.421, -0.786, 0.099], [2.475, -2.388, 0.373], [-0.336, 0.124, -1.052], [-2.699, 1.152, 0.156], [1.096, 0.767, -1.897], [-1.231, 4.465, 0.437], [0.288, 2.837, -0.762], [-3.442, 3.113, 1.137], [-1.041, -2.245, 0.005], [-0.348, -2.076, 1.656], [1.209, -2.878, -1.062], [0.919, -0.118, 0.724], [3.199, -2.260, -0.384], [2.385, -3.381, 0.850], [2.744, -1.610, 1.195], [-0.792, -0.474, -1.823]],
  "mulliken_charge": [-0.59, -0.60, -0.41, -0.28, -0.77, 0.24, -0.28, -1.36, 0.14, -0.19, -0.23, 0.39, 0.51, 0.51, 0.25, 0.35, 0.22, 0.60, 0.37, 0.32, 0.28, 0.55],
  "homo_lumo_gap_ev": [5.77, 6.77],
  "relative_energy_ev": 0.313,
  "multiplicity": 3,
  "s_squared": 2.007
}

{
  "formula": "C9H11F3N",
  "method": "wB97M-V/def2-TZVPD",
  "species": ["C", "C", "C", "C", "C", "C", "C", "C", "C", "N", "F", "F", "F", "H", "H", "H", "H", "H", "H", "H", "H", "H", "H", "H"],
  "xyz": [[1.094, -2.800, -0.893], [1.896, -1.913, -0.285], [-0.279, -2.457, -0.944], [1.359, -0.681, 0.046], [-0.861, -1.231, -0.703], [0.067, -0.261, -0.195], [-1.388, 1.480, -0.661], [0.046, 1.645, 1.268], [-2.587, -0.248, 2.516], [-0.481, 0.950, 0.344], [-2.909, -0.374, 1.164], [-3.230, -1.239, 3.200], [-1.288, -0.311, 2.674], [1.479, -3.830, -1.088], [2.874, -2.115, 0.089], [-0.907, -3.224, -1.515], [2.238, 0.035, 0.229], [-1.922, -1.017, -0.718], [-1.651, 2.482, -0.754], [-0.813, 1.281, -1.583], [-2.400, 1.073, -0.605], [0.967, 1.422, 1.724], [-0.392, 2.680, 1.329], [-2.981, 0.635, 2.830]],
  "mulliken_charge": [-0.51, -0.59, -0.73, -0.54, 0.01, 0.78, -0.94, -0.18, 0.38, 0.27, -0.23, -0.20, -0.19, 0.35, 0.42, 0.27, 0.22, 0.37, 0.49, 0.39, 0.29, 0.33, 0.27, 0.26],
  "homo_lumo_gap_ev": [8.41, 8.42],
  "relative_energy_ev": 0.768,
  "multiplicity": 1,
  "charge": 1
}

{
  "formula": "C9H11INOS",
  "method": "wB97M-V/def2-TZVPD",
  "species": ["C", "C", "C", "C", "C", "C", "C", "C", "C", "N", "O", "S", "I", "H", "H", "H", "H", "H", "H", "H", "H", "H", "H", "H"],
  "xyz": [[1.739, 0.539, -0.059], [0.817, -0.161, -0.952], [1.190, 1.151, 1.075], [-0.568, 1.025, 1.309], [-0.536, -0.376, -0.759], [3.220, 0.567, -0.324], [1.325, -0.816, -2.240], [-3.059, -0.904, 1.439], [-2.612, 0.155, 0.397], [-1.140, 0.323, 0.328], [-1.270, -1.024, -1.513], [-1.227, 1.623, 2.704], [2.292, 2.083, 2.549], [3.672, 1.471, 0.036], [3.390, 0.563, -1.451], [3.772, -0.336, -0.144], [0.405, -1.259, -2.718], [1.928, -1.736, -1.925], [1.975, -0.243, -2.849], [-3.571, -1.642, 1.018], [-2.244, -1.347, 1.960], [-3.631, -0.455, 2.260], [-2.784, -0.289, -0.594], [-3.082, 1.089, 0.452]],
  "mulliken_charge": [1.10, 0.22, -0.58, 0.43, 0.69, -1.58, -1.81, -1.25, -0.92, -0.08, -0.82, -0.40, 0.02, 0.48, 0.28, 0.29, 0.27, 0.24, 0.42, 0.47, 0.37, 0.31, 0.34, 0.54],
  "homo_lumo_gap_ev": 5.88,
  "relative_energy_ev": 0.711,
  "multiplicity": 1,
  "charge": -1
}

{
  "formula": "C9H11N",
  "method": "wB97M-V/def2-TZVPD",
  "species": ["C", "C", "C", "C", "C", "C", "C", "C", "C", "N", "H", "H", "H", "H", "H", "H", "H", "H", "H", "H", "H"],
  "xyz": [[-0.230, 2.360, -0.180], [-1.433, 0.506, -0.057], [-1.547, 1.909, -0.029], [-0.128, 0.128, -0.050], [0.473, -1.186, -0.002], [-0.459, -2.235, -0.237], [1.793, -1.316, 0.243], [-2.804, 2.672, -0.060], [2.601, -2.595, 0.270], [0.616, 1.291, -0.077], [0.152, 3.252, -0.393], [-0.239, -3.335, -0.200], [-1.574, -1.887, -0.313], [2.446, -0.489, 0.565], [-3.527, 1.928, 0.311], [-2.691, 3.634, 0.524], [-3.172, 2.829, -1.106], [2.813, -2.820, -0.712], [1.974, -3.414, 0.536], [3.319, -2.510, 0.991], [1.618, 1.278, -0.024]],
  "mulliken_charge": [-1.03, -0.54, 0.69, 0.50, 0.91, -1.08, -0.24, -1.13, -1.42, -0.02, 0.52, 0.28, 0.24, 0.15, 0.34, 0.31, 0.24, 0.35, 0.36, 0.42, 0.15],
  "homo_lumo_gap_ev": [7.37, 7.07],
  "relative_energy_ev": 4.189,
  "multiplicity": 1
}

{
  "formula": "C9H11N2",
  "method": "wB97M-V/def2-TZVPD",
  "species": ["C", "C", "C", "C", "C", "C", "C", "C", "C", "N", "N", "H", "H", "H", "H", "H", "H", "H", "H", "H", "H", "H"],
  "xyz": [[2.884, -0.113, 0.005], [2.235, -1.266, -0.164], [2.233, 1.105, 0.109], [0.820, -1.279, -0.222], [0.872, 1.156, -0.074], [0.162, -0.097, -0.151], [-0.214, 2.124, -0.002], [-1.928, -0.436, -1.275], [-1.865, -0.563, 1.436], [-1.388, 1.558, -0.060], [-1.287, 0.217, -0.151], [3.962, -0.179, 0.317], [2.782, -2.141, -0.363], [2.756, 1.989, 0.335], [0.198, -2.161, -0.193], [-0.134, 3.269, 0.064], [-2.970, -0.145, -1.179], [-1.547, 0.288, -2.026], [-1.455, -1.400, -1.307], [-1.154, -0.859, 2.117], [-2.486, 0.340, 1.778], [-2.477, -1.409, 1.004]],
  "mulliken_charge": [-0.47, -0.65, -0.59, -0.43, -0.01, 0.76, -0.19, -0.78, -0.51, -1.11, 0.84, 0.33, 0.46, 0.47, 0.40, 0.42, 0.42, 0.40, 0.27, 0.35, 0.32, 0.30],
  "homo_lumo_gap_ev": 9.20,
  "relative_energy_ev": 3.703,
  "multiplicity": 1,
  "charge": 1
}

Computed strongest force on any atom (hartree/bohr) in order:
0.112, 0.105, 0.071, 0.148, 0.083, 0.112, 0.084, 0.134